Entry 1:
Below is the molecule C8H10O2, with properties calculated with ωB97M-V with the def2-TZVPD basis set.

Its HOMO energy is -8.61 eV. Its SMILES is C=C(OC)c1occc1C. The value obtained for the molecular weight is 138.17 g mol⁻¹.

```
! wB97M-V def2-TZVPD RIJCOSX def2/J DEFGRID3
* xyz 0 1
O 1.474 -1.838 -0.257
O 1.390 1.600 -0.877
C 2.254 -0.564 1.573
C 0.773 -1.805 -1.480
C 0.712 0.698 -0.159
C -0.730 2.258 -0.729
C 1.570 -0.702 0.453
C 0.503 2.554 -1.220
C -0.602 1.030 -0.023
C -1.673 0.282 0.692
H 2.287 0.374 2.092
H 0.869 3.371 -1.808
H -1.260 -0.227 1.562
H -2.124 -0.470 0.040
H 0.936 -2.777 -1.943
H 1.156 -1.021 -2.140
H -2.458 0.963 1.011
H -0.297 -1.651 -1.318
H 2.798 -1.394 1.988
H -1.623 2.838 -0.846
*
```



Entry 2:
Below is an isolated ion of composition C8H10O2P and charge -1, with properties calculated with ωB97M-V with the def2-TZVPD basis set.

Its HOMO energy is -4.52 eV. Its SMILES is C[C@H](c1ccccc1)[P@H](=O)[O-]. The value obtained for the molecular weight is 169.14 g mol⁻¹.

```
! wB97M-V def2-TZVPD RIJCOSX def2/J DEFGRID3
* xyz -1 1
P -0.234 1.967 -1.699
O 0.183 2.354 -3.056
O 0.263 2.835 -0.599
C -0.986 -0.174 0.828
C -0.976 -0.400 2.244
C -0.495 -0.683 -2.097
C 0.238 -0.162 0.154
C 1.447 -0.402 0.836
C 0.307 0.188 -1.226
C 0.164 -0.796 2.835
C 1.363 -0.893 2.170
H 0.084 -0.981 3.854
H -1.927 -0.490 2.802
H -1.466 -0.786 -1.783
H -1.845 0.212 0.403
H -1.647 1.581 -1.789
H -0.077 -1.691 -2.242
H -0.496 -0.265 -3.049
H 2.458 -0.264 0.375
H 2.279 -1.159 2.676
H 1.362 0.008 -1.638
*
```



Entry 3:
Below is the molecule C8H10O3S3, with properties calculated with ωB97M-V with the def2-TZVPD basis set.

Its HOMO energy is -8.46 eV. The value obtained for the molecular weight is 250.37 g mol⁻¹.

```
! wB97M-V def2-TZVPD RIJCOSX def2/J DEFGRID3
* xyz 0 1
S -4.751 0.192 -0.006
S 0.928 3.461 0.624
S -0.397 1.105 1.618
O -5.535 1.300 0.527
O 1.197 -1.080 1.464
O 0.107 -2.452 0.054
C 0.162 -1.415 0.674
C -0.883 -0.384 0.725
C 1.257 3.900 -1.126
C -2.153 -0.582 0.253
C -3.192 0.338 0.546
C 2.233 -2.033 1.628
C 0.295 1.940 0.332
C -2.485 -1.798 -0.554
H 2.079 -2.567 2.568
H -3.465 -1.713 -1.013
H 0.535 3.372 -1.739
H 1.140 4.973 -1.226
H -1.735 -1.957 -1.325
H 2.268 3.609 -1.393
H -2.461 -2.682 0.082
H -2.971 1.189 1.177
H 3.176 -1.489 1.666
H 2.233 -2.740 0.797
*
```



Entry 4:
Below is C8H10O5SSm as an isolated structure, with properties calculated with ωB97M-V with the def2-TZVPD basis set.

Its HOMO energy (spin up / spin down) is -22.30 / -22.36 eV. As for the expectation value of S²: 8.787. The value obtained for the molecular weight is 368.59 g mol⁻¹.

```
! wB97M-V def2-TZVPD RIJCOSX def2/J DEFGRID3
* xyz 3 6
Sm -0.343 0.910 -0.756
S 1.073 -0.585 1.920
O -0.349 2.511 1.878
O -0.353 3.807 -2.116
O 2.739 1.014 -0.794
O 0.458 -0.689 0.488
O -3.441 1.002 -0.795
C 1.590 -2.334 1.941
C -0.350 2.779 -1.649
C -2.326 1.002 -0.804
C -0.351 1.966 0.894
C -0.514 -0.856 2.794
C -0.346 0.511 -3.074
C 1.640 1.019 -0.812
C -0.343 -0.684 -2.410
H -0.906 0.112 3.122
H 0.582 -1.237 -2.249
H 2.415 -2.471 1.228
H 0.578 0.936 -3.472
H 1.927 -2.591 2.946
H -1.268 -1.241 -2.249
H -1.248 -1.345 2.125
H 0.744 -2.984 1.644
H -0.336 -1.486 3.670
H -1.271 0.932 -3.472
*
```



Entry 5:
Below is the molecule C8H10S2, with properties calculated with ωB97M-V with the def2-TZVPD basis set.

Its HOMO energy is -7.99 eV. The value obtained for the molecular weight is 170.30 g mol⁻¹.

```
! wB97M-V def2-TZVPD RIJCOSX def2/J DEFGRID3
* xyz 0 1
S -1.547 1.140 -2.730
S 1.731 1.745 0.927
C 1.319 -1.689 -0.964
C 0.818 -0.534 -0.598
C 0.404 0.292 0.519
C -2.899 1.931 1.049
C -0.860 1.078 0.102
C -0.773 0.656 -1.440
C -2.128 0.900 0.753
C 2.124 -2.687 -0.262
H 0.201 -0.137 1.497
H 1.551 -3.593 0.094
H 2.545 -2.324 0.668
H -2.569 2.897 0.729
H 1.206 -1.882 -2.034
H -2.234 -0.124 1.064
H 2.482 1.431 -0.055
H -0.545 2.157 0.064
H 3.000 -3.032 -0.899
H -3.826 1.774 1.515
*
```



Entry 6:
Below is the molecule C8H11BN4O2, with properties calculated with ωB97M-V with the def2-TZVPD basis set.

Its HOMO energy is -8.23 eV. The value obtained for the molecular weight is 206.01 g mol⁻¹.

```
! wB97M-V def2-TZVPD RIJCOSX def2/J DEFGRID3
* xyz 0 1
O 0.417 3.041 -0.293
O 2.478 1.907 0.477
N 0.406 -0.434 1.391
N -3.384 0.125 -0.532
N 1.041 0.938 -1.134
N -1.517 0.654 0.656
C -2.255 -0.350 -0.082
C -2.326 1.760 0.630
C 1.503 -0.988 1.189
C -0.252 0.593 1.128
C 1.595 -0.182 -1.216
C -1.565 -1.657 0.049
C -3.464 1.419 -0.085
C 2.268 -0.973 -0.095
B 1.345 2.002 -0.195
H 3.125 -0.390 0.153
H 2.705 2.766 0.997
H -4.404 1.830 -0.401
H -1.982 2.561 1.189
H -0.551 -1.595 -0.290
H 1.654 -1.619 2.019
H -0.480 2.778 -0.482
H 2.280 -2.052 -0.284
H -1.548 -2.111 1.037
H 1.455 -0.741 -2.263
H -2.047 -2.289 -0.709
*
```



Q: Which of these has the lowest molecular weight?
A: C8H10O2



Q: Look up the molecular weight of the third one.
A: 250.37 g mol⁻¹



Q: Look up the molecular weight of the fourth one.
A: 368.59 g mol⁻¹